(1)
{
  "formula": "C17H20FN3O2",
  "method": "ωB97M-V with the def2-TZVPD basis set",
  "species": ["C", "C", "C", "C", "C", "O", "N", "C", "C", "C", "C", "N", "C", "C", "C", "C", "C", "C", "C", "F", "C", "N", "O", "H", "H", "H", "H", "H", "H", "H", "H", "H", "H", "H", "H", "H", "H", "H", "H", "H", "H", "H", "H"],
  "coordinates": [[2.530, 0.379, 4.318], [1.588, -0.371, 3.454], [0.385, -0.043, 2.894], [-0.001, -1.222, 2.201], [-1.236, -1.433, 1.394], [-1.911, -2.436, 1.441], [-1.540, -0.345, 0.643], [-2.481, -0.418, -0.457], [-3.450, 0.767, -0.448], [-2.715, 2.079, -0.723], [-1.830, 1.961, -1.965], [-0.925, 0.847, -1.776], [0.249, 0.804, -2.631], [1.303, 0.010, -1.902], [1.808, 0.475, -0.692], [2.714, -0.269, 0.039], [3.126, -1.510, -0.418], [2.642, -1.996, -1.618], [1.744, -1.230, -2.340], [1.280, -1.719, -3.513], [-1.666, -0.399, -1.753], [0.911, -2.148, 2.343], [1.895, -1.632, 3.109], [2.404, 0.077, 5.358], [2.342, 1.446, 4.239], [3.556, 0.162, 4.028], [-0.156, 0.875, 2.980], [-0.831, 0.364, 0.509], [-3.026, -1.360, -0.348], [-3.962, 0.818, 0.514], [-4.200, 0.598, -1.223], [-2.088, 2.331, 0.133], [-3.436, 2.886, -0.862], [-1.247, 2.877, -2.089], [-2.461, 1.831, -2.862], [0.605, 1.827, -2.780], [0.041, 0.362, -3.617], [1.476, 1.438, -0.332], [3.100, 0.118, 0.970], [3.818, -2.101, 0.161], [2.942, -2.959, -2.000], [-0.967, -1.237, -1.750], [-2.331, -0.503, -2.628]],
  "atomic_forces_ev_per_a": [[-0.009, -0.281, 0.023], [-0.716, 0.443, -0.345], [0.595, -0.286, 0.191], [0.716, 0.024, 0.587], [-0.104, 0.039, -0.042], [0.037, -0.300, 0.004], [-0.038, 0.298, -0.050], [-0.307, -0.181, -0.150], [0.179, -0.017, 0.076], [-0.145, -0.062, -0.279], [-0.081, 0.263, 0.180], [-0.069, 0.102, -0.177], [0.013, -0.069, 0.001], [0.084, -0.247, -0.318], [0.142, -0.131, -0.062], [0.022, 0.139, 0.102], [-0.027, -0.015, -0.090], [-0.051, -0.046, -0.100], [0.074, 0.233, 0.153], [-0.012, 0.009, 0.072], [-0.079, -0.187, 0.257], [-0.919, -0.737, -0.784], [0.433, 0.541, 0.484], [0.042, 0.027, 0.064], [0.014, 0.032, -0.006], [0.084, 0.064, -0.003], [-0.087, 0.239, 0.055], [0.144, -0.154, 0.051], [0.090, 0.144, -0.052], [-0.063, -0.053, -0.015], [-0.069, -0.007, -0.032], [0.040, 0.095, 0.030], [0.010, 0.051, 0.063], [-0.021, -0.041, -0.053], [0.038, 0.031, -0.012], [-0.047, -0.060, -0.026], [0.034, 0.114, 0.070], [-0.060, 0.124, 0.057], [0.015, 0.024, 0.097], [0.062, -0.070, 0.055], [0.015, -0.105, -0.053], [-0.039, -0.004, -0.015], [0.060, 0.016, -0.003]],
  "e_lumo_ev": 0.61,
  "smiles": "Cc1cc(C(=O)N[C@H]2CCCN(Cc3ccccc3F)C2)no1",
  "e_homo_ev": -8.9,
  "e_tot_ev": -29235.82547,
  "charge": 0,
  "gap_ev": 9.491,
  "max_force_ev_per_a": 1.42,
  "e_above_lowest_ev": 0.261
}

---

(2)
{
  "formula": "C17H20FN3O5",
  "method": "ωB97M-V with the def2-TZVPD basis set",
  "species": ["C", "C", "C", "C", "C", "N", "C", "O", "C", "F", "C", "N", "C", "C", "C", "C", "C", "O", "C", "C", "N", "O", "O", "C", "C", "O", "H", "H", "H", "H", "H", "H", "H", "H", "H", "H", "H", "H", "H", "H", "H", "H", "H", "H", "H", "H"],
  "coordinates": [[0.426, -6.974, 0.226], [1.164, -6.220, -0.874], [1.754, -4.892, -0.401], [0.688, -3.856, -0.055], [1.329, -2.526, 0.336], [0.316, -1.531, 0.680], [-0.104, -1.502, 2.013], [0.358, -2.251, 2.840], [-1.120, -0.484, 2.250], [-1.591, -0.349, 3.500], [-1.591, 0.299, 1.265], [-1.135, 0.171, -0.010], [-1.629, 1.066, -1.050], [-0.975, 2.417, -0.934], [0.368, 2.577, -1.290], [0.996, 3.783, -1.115], [0.323, 4.908, -0.603], [1.112, 5.967, -0.385], [0.723, 7.056, 0.427], [-1.046, 4.760, -0.329], [-1.938, 5.838, 0.001], [-1.801, 6.886, -0.599], [-2.812, 5.614, 0.812], [-1.661, 3.511, -0.458], [-0.143, -0.738, -0.345], [0.283, -0.814, -1.476], [1.078, -7.128, 1.083], [0.102, -7.947, -0.137], [-0.453, -6.428, 0.556], [0.484, -6.035, -1.709], [1.978, -6.847, -1.245], [2.381, -5.068, 0.475], [2.390, -4.487, -1.192], [0.081, -4.207, 0.781], [0.037, -3.697, -0.917], [1.916, -2.127, -0.493], [1.961, -2.659, 1.216], [-2.344, 1.051, 1.447], [-1.373, 0.603, -2.006], [-2.714, 1.148, -0.957], [0.911, 1.735, -1.690], [2.040, 3.907, -1.354], [0.059, 7.742, -0.107], [0.231, 6.714, 1.342], [1.650, 7.567, 0.683], [-2.709, 3.446, -0.203]],
  "atomic_forces_ev_per_a": [[0.051, 0.063, -0.238], [0.146, 0.034, 0.199], [-0.313, -0.006, -0.168], [0.318, 0.073, 0.066], [0.150, -0.325, -0.101], [0.183, -0.085, 0.059], [-0.183, 0.259, -0.052], [-0.075, -0.028, 0.179], [-0.405, 0.444, 0.003], [0.152, -0.115, -0.201], [0.198, -0.471, 0.868], [0.169, -0.374, -0.328], [0.112, 0.206, -0.267], [-0.177, 0.142, -0.023], [-0.053, 0.150, 0.055], [-0.124, 0.163, 0.071], [-0.253, -0.223, 0.107], [0.042, -0.105, -0.391], [-0.072, 0.582, 0.204], [0.692, -0.747, -0.254], [-0.216, 0.350, 0.068], [-0.136, 0.138, -0.174], [-0.205, 0.060, 0.224], [0.092, -0.029, -0.084], [-0.392, 0.333, 0.146], [0.242, -0.101, -0.458], [0.039, -0.041, 0.139], [-0.071, -0.098, 0.046], [-0.113, 0.012, 0.099], [0.035, -0.014, -0.096], [-0.036, -0.007, -0.091], [0.115, 0.005, 0.033], [0.094, 0.033, 0.024], [-0.082, 0.019, 0.006], [-0.063, 0.002, -0.013], [-0.052, -0.031, 0.143], [-0.049, 0.051, -0.128], [-0.029, 0.033, 0.042], [-0.178, 0.053, 0.187], [0.057, -0.041, -0.021], [0.101, -0.106, -0.047], [0.128, 0.023, 0.001], [0.258, -0.154, 0.151], [0.029, -0.028, -0.040], [-0.067, -0.082, 0.047], [-0.059, -0.017, 0.004]],
  "e_lumo_ev": -0.50,
  "smiles": "CCCCCn1c(=O)c(F)cn(Cc2ccc(OC)c([N+](=O)[O-])c2)c1=O",
  "e_homo_ev": -9.1,
  "e_tot_ev": -35376.48870,
  "charge": 0,
  "gap_ev": 8.640,
  "max_force_ev_per_a": 1.05,
  "e_above_lowest_ev": 0.216
}

---

(3)
{
  "formula": "C17H20FNO2Os",
  "method": "ωB97M-V with the def2-TZVPD basis set",
  "species": ["Os", "C", "O", "C", "C", "O", "C", "H", "H", "H", "H", "H", "H", "H", "H", "H", "H", "F", "N", "C", "C", "C", "C", "C", "C", "C", "C", "C", "C", "C", "C", "C", "H", "H", "H", "H", "H", "H", "H", "H", "H", "H"],
  "coordinates": [[-0.206, 1.767, 0.144], [-2.414, 3.228, 1.807], [-1.004, 3.307, 1.435], [-0.101, 3.792, 2.463], [0.891, 2.678, 2.723], [1.315, 2.219, 1.399], [2.580, 2.753, 0.878], [-2.715, 4.197, 2.196], [-2.549, 2.442, 2.548], [-2.953, 3.008, 0.892], [-0.660, 4.067, 3.354], [0.387, 4.680, 2.061], [0.427, 1.815, 3.196], [1.768, 2.996, 3.281], [3.329, 2.641, 1.658], [2.453, 3.796, 0.599], [2.829, 2.150, 0.011], [-1.516, 2.531, -0.942], [0.023, 0.171, -0.349], [-0.036, -1.115, -0.797], [-1.325, -1.650, -1.087], [-1.529, -3.049, -1.051], [-2.772, -3.570, -1.328], [-3.820, -2.714, -1.661], [-3.636, -1.331, -1.699], [-2.407, -0.794, -1.399], [1.208, -1.792, -0.975], [2.328, -1.436, -0.196], [3.515, -2.111, -0.353], [3.616, -3.122, -1.311], [2.530, -3.460, -2.114], [1.328, -2.805, -1.949], [-0.724, -3.700, -0.739], [-2.937, -4.637, -1.273], [-4.794, -3.127, -1.888], [-4.458, -0.684, -1.974], [-2.257, 0.275, -1.469], [2.233, -0.667, 0.561], [4.368, -1.868, 0.264], [4.556, -3.642, -1.438], [2.632, -4.221, -2.874], [0.496, -3.019, -2.606]],
  "atomic_forces_ev_per_a": [[-0.223, 0.595, 0.184], [-0.040, 0.133, -0.041], [0.289, -0.369, -0.154], [0.114, -0.048, 0.025], [-0.203, 0.121, -0.128], [-0.026, -0.234, -0.030], [0.003, 0.020, 0.078], [-0.009, 0.002, 0.000], [0.009, 0.013, 0.013], [-0.009, -0.003, 0.022], [-0.005, -0.066, 0.029], [-0.015, 0.020, 0.017], [0.031, 0.019, 0.030], [-0.021, 0.049, 0.018], [-0.002, -0.010, -0.006], [-0.002, 0.013, 0.011], [0.002, 0.016, -0.014], [-0.033, -0.158, 0.111], [0.303, 0.094, -0.274], [-0.209, -0.202, 0.080], [0.090, 0.021, -0.002], [-0.010, -0.043, 0.088], [-0.025, 0.019, -0.024], [0.024, -0.009, 0.004], [-0.008, 0.008, -0.006], [-0.030, -0.007, -0.020], [-0.065, 0.011, 0.026], [0.064, 0.012, 0.040], [-0.006, 0.003, 0.013], [-0.031, -0.003, -0.008], [0.030, 0.001, 0.023], [0.017, 0.006, -0.091], [-0.043, 0.002, 0.015], [-0.002, -0.001, -0.001], [0.001, -0.004, 0.004], [0.000, -0.002, 0.001], [-0.010, -0.006, -0.003], [0.005, -0.018, -0.008], [0.000, 0.001, -0.001], [0.000, 0.002, -0.008], [0.001, -0.001, -0.001], [0.043, 0.004, -0.009]],
  "e_lumo_ev": [-9.03, -9.03],
  "e_homo_ev": [-15.6, -15.6],
  "e_tot_ev": -28704.55326,
  "charge": 2,
  "gap_ev": [6.563, 6.564],
  "max_force_ev_per_a": 0.66,
  "e_above_lowest_ev": 0.000
}

---

(4)
{
  "formula": "C17H20GeO8S3Ti",
  "method": "ωB97M-V with the def2-TZVPD basis set",
  "species": ["Ti", "O", "S", "O", "O", "C", "C", "C", "C", "C", "C", "S", "O", "O", "O", "H", "H", "H", "H", "O", "C", "O", "C", "C", "C", "C", "S", "C", "C", "H", "H", "H", "H", "H", "C", "Ge", "C", "C", "C", "H", "H", "H", "H", "H", "H", "H", "H", "H", "H", "H"],
  "coordinates": [[-1.102, -0.318, 0.019], [0.833, -1.589, 0.227], [0.021, -2.673, 0.792], [0.421, -4.023, 0.539], [-1.387, -2.365, 0.391], [0.221, -2.390, 2.562], [0.582, -3.506, 3.297], [0.992, -3.402, 4.618], [1.074, -2.157, 5.208], [0.692, -1.030, 4.493], [0.256, -1.120, 3.180], [-0.520, 0.400, 2.562], [-1.838, -0.106, 2.133], [-0.482, 1.331, 3.648], [0.110, 0.896, 1.306], [0.578, -4.466, 2.801], [1.268, -4.294, 5.165], [1.416, -2.048, 6.228], [0.700, -0.061, 4.969], [5.986, -0.177, -4.188], [5.219, -1.214, -3.755], [5.691, -2.321, -3.763], [3.811, -0.907, -3.395], [2.963, -1.979, -3.114], [1.639, -1.770, -2.782], [1.115, -0.476, -2.711], [-0.583, -0.167, -2.364], [1.966, 0.596, -2.990], [3.291, 0.385, -3.324], [5.461, 0.631, -4.198], [3.366, -2.981, -3.161], [0.996, -2.613, -2.571], [1.575, 1.603, -2.929], [3.901, 1.265, -3.505], [-1.516, 3.342, -1.197], [-3.040, 2.449, -0.319], [-3.069, 3.014, 1.570], [-4.664, 3.219, -1.170], [-3.010, 0.505, -0.526], [-1.610, 4.423, -1.064], [-1.509, 3.119, -2.264], [-0.557, 3.025, -0.784], [-3.630, 3.947, 1.651], [-2.064, 3.187, 1.959], [-3.548, 2.267, 2.204], [-4.649, 4.309, -1.116], [-5.567, 2.863, -0.672], [-4.719, 2.926, -2.219], [-3.283, 0.324, -1.571], [-3.801, 0.126, 0.132]],
  "atomic_forces_ev_per_a": [[-0.272, 0.013, -0.707], [-0.098, -0.134, -0.093], [0.116, 0.230, 0.149], [-0.076, 0.081, -0.002], [0.145, 0.165, 0.292], [0.122, 0.095, -0.001], [0.020, -0.048, -0.109], [0.029, 0.076, 0.079], [0.014, -0.113, 0.005], [-0.020, 0.054, -0.044], [-0.084, -0.003, 0.057], [-0.130, -0.215, 0.133], [0.024, 0.040, -0.083], [-0.021, -0.022, -0.138], [0.043, -0.303, -0.062], [-0.020, 0.000, -0.025], [0.003, -0.004, 0.013], [-0.002, -0.013, 0.013], [-0.013, 0.030, -0.035], [0.035, -0.007, 0.135], [-0.028, -0.183, -0.528], [0.022, 0.142, 0.201], [-0.082, 0.021, 0.163], [0.071, 0.040, 0.002], [-0.013, 0.030, -0.020], [0.027, 0.029, 0.036], [-0.167, 0.064, 0.277], [0.016, -0.004, 0.036], [0.021, -0.027, 0.018], [0.001, 0.000, 0.017], [0.014, -0.005, -0.002], [-0.029, 0.001, 0.034], [-0.014, 0.007, -0.002], [0.013, -0.012, 0.007], [-0.061, 0.002, 0.019], [-0.079, 0.088, -0.070], [-0.019, 0.049, -0.080], [0.133, -0.092, 0.094], [0.305, 0.249, 0.216], [0.014, 0.002, -0.002], [-0.002, -0.019, 0.009], [-0.047, -0.031, 0.036], [0.022, 0.011, 0.025], [-0.011, -0.050, -0.033], [-0.006, -0.033, -0.024], [0.014, 0.022, 0.006], [0.004, -0.021, 0.023], [0.025, -0.009, -0.013], [0.036, -0.104, 0.021], [0.002, -0.084, -0.041]],
  "e_lumo_ev": [2.43, 2.43],
  "s_squared": 0.754,
  "e_homo_ev": [-5.4, -5.6],
  "e_tot_ev": -146475.81967,
  "charge": -1,
  "spin_multiplicity": 2,
  "gap_ev": [7.833, 8.055],
  "max_force_ev_per_a": 0.76
}

---

(5)
{
  "formula": "C17H20IrN4O6P2S",
  "method": "ωB97M-V with the def2-TZVPD basis set",
  "species": ["Ir", "N", "C", "C", "P", "O", "O", "O", "P", "O", "O", "O", "H", "H", "H", "H", "H", "H", "H", "H", "C", "C", "C", "C", "N", "C", "C", "C", "C", "C", "C", "C", "H", "H", "H", "H", "H", "H", "H", "H", "S", "C", "N", "C", "C", "C", "N", "H", "H", "H", "H"],
  "coordinates": [[0.464, -0.069, 0.615], [1.964, -2.143, -3.104], [2.329, -2.389, -1.686], [3.200, -3.602, -1.495], [0.712, -2.379, -0.790], [-0.010, -3.681, -1.418], [0.775, -2.456, 0.695], [0.005, -1.153, -1.328], [3.016, -0.736, -1.162], [4.586, -1.012, -1.329], [2.719, -0.356, 0.253], [2.506, 0.136, -2.279], [0.975, -2.347, -3.271], [2.559, -2.636, -3.771], [2.123, -1.025, -3.121], [2.708, -4.505, -1.863], [3.403, -3.729, -0.434], [4.156, -3.473, -2.002], [-0.018, -4.401, -0.788], [5.128, -0.359, -0.886], [-3.074, -2.796, 1.426], [-3.438, -2.403, 2.705], [-2.942, -1.212, 3.204], [-2.057, -0.463, 2.432], [-1.685, -0.878, 1.211], [-2.197, -1.995, 0.714], [-1.451, 0.795, 2.858], [-2.029, 1.597, 3.840], [-1.429, 2.783, 4.213], [-0.229, 3.154, 3.629], [0.332, 2.377, 2.625], [-0.265, 1.191, 2.203], [-3.461, -3.701, 0.984], [-4.108, -3.010, 3.297], [-3.209, -0.879, 4.193], [-1.906, -2.251, -0.294], [-2.966, 1.300, 4.284], [-1.902, 3.416, 4.946], [0.259, 4.064, 3.937], [1.251, 2.706, 2.163], [1.344, 2.001, -0.447], [0.302, 2.715, -1.600], [-0.941, 3.169, -1.176], [-1.684, 3.954, -2.003], [-1.237, 4.230, -3.260], [-0.012, 3.642, -3.653], [0.715, 2.925, -2.822], [-1.258, 2.925, -0.246], [-2.618, 4.327, -1.614], [-1.791, 4.858, -3.938], [0.386, 3.775, -4.645]],
  "atomic_forces_ev_per_a": [[-1.500, 1.432, 0.448], [-0.243, 0.483, -0.548], [-0.368, 0.351, 1.116], [0.057, -0.162, 0.155], [-0.532, -0.799, -1.139], [0.169, 0.486, -0.099], [0.121, 0.220, 0.753], [0.539, -0.519, -0.183], [0.976, 0.326, -1.917], [-0.479, -0.236, 0.235], [-1.474, 0.327, 1.334], [0.384, -0.572, -0.197], [0.248, -0.049, -0.280], [-0.123, 0.038, 0.169], [-0.151, -0.175, -0.133], [0.002, 0.018, 0.010], [0.070, -0.060, 0.054], [0.007, -0.032, -0.003], [-0.075, -0.490, 0.256], [0.359, 0.262, 0.202], [0.074, 0.252, -0.081], [0.087, 0.216, -0.098], [0.004, -0.126, -0.184], [-0.081, 0.129, 0.176], [1.549, 1.018, -0.261], [-0.279, -0.575, -0.298], [0.385, 0.060, -0.280], [0.089, -0.010, -0.193], [-0.058, -0.045, 0.068], [-0.143, -0.040, -0.189], [0.123, -0.048, -0.021], [1.298, -0.968, -0.227], [-0.004, -0.040, -0.073], [-0.027, -0.030, 0.054], [0.026, 0.047, 0.084], [0.034, 0.006, -0.001], [-0.124, -0.013, 0.105], [-0.004, 0.054, 0.160], [0.090, 0.141, 0.023], [0.067, -0.021, 0.073], [-0.804, -0.767, 0.728], [-1.089, -0.340, 1.870], [0.322, 0.323, -1.595], [0.200, -0.566, 0.525], [0.580, -0.196, -0.424], [-0.743, 0.345, 0.811], [0.522, 0.256, -0.976], [0.132, 0.035, 0.140], [-0.113, -0.009, 0.084], [-0.127, 0.026, 0.035], [0.025, 0.041, -0.270]],
  "e_lumo_ev": [-3.83, -3.90],
  "e_homo_ev": [-10.7, -10.7],
  "e_tot_ev": -68448.98016,
  "charge": 1,
  "gap_ev": [6.829, 6.833],
  "max_force_ev_per_a": 2.19,
  "e_above_lowest_ev": 4.473
}